# 1
{"formula": "C32H63AsMnN3O11PSb", "method": "ωB97M-V/def2-TZVPD", "elements": ["Mn", "O", "O", "O", "C", "C", "C", "C", "O", "N", "H", "H", "H", "H", "C", "C", "C", "C", "O", "P", "O", "O", "O", "C", "C", "C", "C", "H", "H", "H", "H", "H", "H", "H", "H", "H", "H", "H", "H", "H", "H", "H", "H", "H", "H", "C", "N", "C", "C", "C", "O", "N", "C", "O", "H", "H", "H", "H", "H", "C", "As", "C", "C", "O", "H", "H", "H", "H", "H", "H", "H", "H", "H", "C", "C", "C", "C", "Sb", "C", "C", "C", "C", "C", "C", "C", "C", "H", "H", "H", "H", "H", "H", "H", "H", "H", "H", "H", "H", "H", "H", "H", "H", "H", "H", "H", "H", "H", "H", "H", "H", "H", "H", "H"], "xyz": [[-0.626, -0.556, 0.355], [1.020, -0.868, -0.350], [1.729, -0.670, 0.759], [0.901, 1.222, -1.904], [-0.315, 1.431, -1.802], [-1.041, 2.592, -2.444], [-2.490, 2.115, -2.446], [-2.481, 0.913, -1.510], [-3.457, 0.271, -1.196], [-1.170, 0.623, -1.157], [-0.632, 2.826, -3.425], [-0.897, 3.451, -1.785], [-2.812, 1.772, -3.430], [-3.209, 2.853, -2.105], [-3.782, 4.236, 0.577], [-3.183, 3.492, 1.762], [-2.612, 4.488, 2.766], [-4.222, 2.580, 2.405], [-2.091, 2.702, 1.199], [-1.386, 1.426, 1.818], [-2.145, 0.147, 1.519], [-0.034, 1.291, 1.154], [-1.336, 1.690, 3.382], [-0.161, 1.740, 4.256], [-0.731, 2.141, 5.611], [0.840, 2.783, 3.769], [0.476, 0.361, 4.330], [-4.502, 4.977, 0.923], [-4.294, 3.539, -0.087], [-2.993, 4.749, 0.025], [-3.409, 5.123, 3.152], [-1.863, 5.117, 2.283], [-2.149, 3.963, 3.599], [-5.085, 3.162, 2.726], [-3.794, 2.075, 3.271], [-4.545, 1.825, 1.686], [-1.111, 3.163, 5.580], [0.042, 2.076, 6.376], [-1.550, 1.475, 5.883], [0.339, 3.738, 3.598], [1.298, 2.461, 2.837], [1.616, 2.922, 4.521], [-0.234, -0.339, 4.771], [1.370, 0.390, 4.952], [0.755, 0.013, 3.334], [-4.900, -3.199, -1.099], [-3.524, -2.893, -1.469], [-3.120, -2.967, -2.760], [-1.888, -2.585, -3.140], [-1.018, -1.972, -2.169], [0.075, -1.471, -2.501], [-1.441, -1.945, -0.863], [-2.677, -2.392, -0.486], [-3.064, -2.393, 0.679], [-5.306, -3.922, -1.801], [-5.501, -2.288, -1.106], [-4.917, -3.608, -0.094], [-3.848, -3.357, -3.457], [-1.552, -2.653, -4.163], [-2.861, -1.997, 3.545], [-1.309, -2.803, 2.724], [-1.590, -4.600, 2.031], [-0.187, -3.257, 4.259], [-0.309, -1.916, 1.726], [-3.258, -2.707, 4.269], [-3.586, -1.756, 2.776], [-2.540, -1.083, 4.039], [-1.116, -5.321, 2.694], [-1.125, -4.637, 1.048], [-2.650, -4.815, 1.938], [-0.721, -3.993, 4.861], [0.060, -2.397, 4.874], [0.735, -3.697, 3.881], [3.715, 0.228, -4.589], [2.248, 0.154, -4.192], [1.533, 1.467, -4.414], [1.548, -0.988, -4.897], [2.423, -0.296, -1.899], [3.197, -2.480, -1.718], [3.974, -2.627, -0.419], [4.098, -2.770, -2.908], [1.968, -3.375, -1.725], [3.794, 1.282, -0.773], [2.929, 2.368, -0.175], [4.564, 0.533, 0.299], [4.727, 1.827, -1.838], [3.769, 0.388, -5.670], [4.249, -0.696, -4.366], [4.232, 1.055, -4.107], [1.583, 1.705, -5.481], [1.988, 2.285, -3.857], [0.485, 1.392, -4.134], [1.532, -0.766, -5.969], [0.527, -1.095, -4.547], [2.069, -1.935, -4.763], [4.941, -2.127, -0.466], [4.161, -3.693, -0.248], [3.411, -2.252, 0.432], [4.965, -2.106, -2.936], [3.570, -2.706, -3.857], [4.471, -3.793, -2.809], [1.300, -3.144, -0.898], [2.297, -4.413, -1.614], [1.409, -3.287, -2.657], [2.137, 1.959, 0.449], [2.484, 2.999, -0.940], [3.570, 2.992, 0.457], [3.893, 0.022, 0.979], [5.138, 1.264, 0.876], [5.270, -0.178, -0.130], [4.186, 2.367, -2.616], [5.338, 1.047, -2.297], [5.404, 2.538, -1.355]], "multiplicity": 4, "charge": 1, "total_energy_ha": -6217.277804, "de_lowest_kj_mol": 165.04, "s2": 3.87, "homo_energy_ha": [-0.399, -0.379]}

***

# 2
{"formula": "C14H17CdN3S", "method": "ωB97M-V/def2-TZVPD", "elements": ["C", "C", "H", "H", "H", "H", "H", "H", "C", "C", "C", "C", "H", "H", "H", "H", "N", "C", "C", "N", "C", "C", "C", "H", "H", "C", "H", "H", "Cd", "C", "H", "H", "H", "S", "C", "N"], "xyz": [[-5.241, 0.245, 0.387], [-5.264, 1.549, -0.434], [-5.435, -0.618, -0.260], [-6.042, 0.288, 1.139], [-4.305, 0.068, 0.912], [-4.413, 1.644, -1.103], [-6.183, 1.567, -1.039], [-5.275, 2.421, 0.227], [1.049, -2.938, 0.071], [1.932, -3.989, -0.179], [3.018, -3.728, -1.009], [3.190, -2.449, -1.530], [0.197, -3.067, 0.731], [1.737, -4.969, 0.258], [3.719, -4.515, -1.247], [4.013, -2.211, -2.187], [1.176, -1.716, -0.467], [2.270, -1.445, -1.211], [2.408, -0.064, -1.693], [1.447, 0.805, -1.317], [1.534, 2.086, -1.705], [3.541, 1.677, -2.968], [2.560, 2.573, -2.538], [0.746, 2.748, -1.346], [2.545, 3.611, -2.832], [3.445, 0.362, -2.537], [4.169, -0.369, -2.852], [4.351, 2.015, -3.619], [-0.483, -0.021, 0.040], [-1.344, 1.982, 0.135], [-1.634, 2.272, -0.882], [-0.678, 2.752, 0.539], [-2.219, 1.921, 0.797], [0.402, -0.181, 2.435], [-1.080, -0.630, 3.017], [-2.170, -0.928, 3.396]], "charge": 0, "total_energy_ha": -1273.836168, "de_lowest_kj_mol": 0.00, "homo_energy_ha": -0.280}

***

# 3
{"formula": "C22H47As3ClN6O6Sc", "method": "ωB97M-V/def2-TZVPD", "elements": ["Sc", "C", "As", "C", "C", "C", "C", "C", "As", "C", "C", "C", "As", "C", "C", "H", "H", "H", "H", "H", "H", "H", "H", "H", "H", "H", "H", "H", "H", "H", "H", "H", "H", "H", "H", "H", "H", "H", "H", "H", "H", "H", "O", "Cl", "O", "O", "O", "N", "C", "C", "C", "C", "N", "C", "N", "N", "C", "O", "O", "H", "H", "H", "H", "H", "H", "H", "H", "H", "H", "H", "H", "H", "H", "N", "C", "C", "C", "N", "C", "C", "H", "H", "H", "H", "H", "H"], "xyz": [[1.454, -0.414, 0.456], [-1.464, -1.039, 3.243], [-1.286, -0.510, 1.382], [-2.300, 1.151, 1.467], [-2.637, -1.601, 0.477], [-2.305, -3.055, 0.129], [-1.628, -3.756, 1.306], [-1.408, -3.159, -1.113], [0.463, -2.594, -0.995], [1.394, -4.132, -0.251], [0.929, -2.755, -2.875], [-3.618, -3.817, -0.164], [-5.077, -3.312, -1.429], [-5.923, -1.819, -0.469], [-4.224, -2.237, -2.840], [-2.510, -1.268, 3.451], [-1.146, -0.212, 3.877], [-0.850, -1.908, 3.461], [-3.262, 0.947, 1.940], [-2.487, 1.552, 0.472], [-1.768, 1.888, 2.069], [-2.926, -1.058, -0.427], [-3.508, -1.574, 1.139], [-0.671, -3.297, 1.577], [-1.435, -4.803, 1.066], [-2.263, -3.734, 2.193], [-1.832, -2.596, -1.946], [-1.359, -4.204, -1.437], [0.892, -5.041, -0.584], [1.408, -4.101, 0.836], [2.416, -4.131, -0.629], [0.629, -3.744, -3.225], [2.001, -2.640, -3.018], [0.397, -2.002, -3.455], [-4.168, -3.920, 0.779], [-3.350, -4.837, -0.450], [-6.175, -2.139, 0.542], [-6.853, -1.581, -0.983], [-5.309, -0.921, -0.425], [-3.569, -2.857, -3.451], [-3.681, -1.367, -2.472], [-5.033, -1.884, -3.480], [3.439, -0.191, 2.325], [2.226, -0.494, 3.018], [2.372, -0.839, 4.357], [1.625, -1.632, 2.214], [1.292, 0.597, 2.769], [-0.177, 1.482, -1.113], [0.225, 2.749, -0.485], [0.278, 3.900, -1.508], [0.753, 5.289, -1.080], [-0.023, 5.966, 0.044], [0.423, 5.447, 1.331], [0.030, 5.898, 2.504], [0.525, 5.341, 3.617], [-0.881, 6.871, 2.606], [1.550, 2.516, 0.250], [2.019, 3.341, 1.022], [2.100, 1.380, -0.013], [0.365, 1.365, -1.966], [-1.145, 1.536, -1.413], [-0.510, 2.983, 0.292], [-0.726, 3.981, -1.934], [0.923, 3.578, -2.333], [0.676, 5.929, -1.960], [1.812, 5.279, -0.816], [-1.102, 5.816, -0.075], [0.179, 7.040, 0.002], [1.154, 4.707, 1.300], [1.269, 4.665, 3.543], [0.387, 5.772, 4.515], [-1.197, 7.364, 1.789], [-1.166, 7.227, 3.501], [6.772, -1.938, -2.711], [5.631, -1.702, -2.050], [5.412, -2.201, -0.753], [4.234, -1.921, -0.112], [3.237, -1.199, -0.661], [3.451, -0.719, -1.902], [4.593, -0.938, -2.622], [7.513, -2.477, -2.300], [6.925, -1.571, -3.634], [6.165, -2.790, -0.250], [4.065, -2.282, 0.896], [2.653, -0.125, -2.335], [4.694, -0.519, -3.614]], "charge": 2, "total_energy_ha": -9574.168220, "de_lowest_kj_mol": 196.51, "homo_energy_ha": -0.455}

***

> What is the formula in the first record?

C32H63AsMnN3O11PSb

***

Please write out number 2 again, unchanged.
{"formula": "C14H17CdN3S", "method": "ωB97M-V/def2-TZVPD", "elements": ["C", "C", "H", "H", "H", "H", "H", "H", "C", "C", "C", "C", "H", "H", "H", "H", "N", "C", "C", "N", "C", "C", "C", "H", "H", "C", "H", "H", "Cd", "C", "H", "H", "H", "S", "C", "N"], "xyz": [[-5.241, 0.245, 0.387], [-5.264, 1.549, -0.434], [-5.435, -0.618, -0.260], [-6.042, 0.288, 1.139], [-4.305, 0.068, 0.912], [-4.413, 1.644, -1.103], [-6.183, 1.567, -1.039], [-5.275, 2.421, 0.227], [1.049, -2.938, 0.071], [1.932, -3.989, -0.179], [3.018, -3.728, -1.009], [3.190, -2.449, -1.530], [0.197, -3.067, 0.731], [1.737, -4.969, 0.258], [3.719, -4.515, -1.247], [4.013, -2.211, -2.187], [1.176, -1.716, -0.467], [2.270, -1.445, -1.211], [2.408, -0.064, -1.693], [1.447, 0.805, -1.317], [1.534, 2.086, -1.705], [3.541, 1.677, -2.968], [2.560, 2.573, -2.538], [0.746, 2.748, -1.346], [2.545, 3.611, -2.832], [3.445, 0.362, -2.537], [4.169, -0.369, -2.852], [4.351, 2.015, -3.619], [-0.483, -0.021, 0.040], [-1.344, 1.982, 0.135], [-1.634, 2.272, -0.882], [-0.678, 2.752, 0.539], [-2.219, 1.921, 0.797], [0.402, -0.181, 2.435], [-1.080, -0.630, 3.017], [-2.170, -0.928, 3.396]], "charge": 0, "total_energy_ha": -1273.836168, "de_lowest_kj_mol": 0.00, "homo_energy_ha": -0.280}